Record 1
{
  "formula": "C15H19N3O4",
  "method": "ωB97M-V/def2-TZVPD",
  "energy_ev": -28521.115,
  "homo_energy_ev": -7.32,
  "gap_ev": 7.864,
  "elements": ["C", "C", "C", "C", "C", "C", "C", "C", "C", "C", "C", "C", "C", "C", "C", "H", "H", "H", "H", "H", "H", "H", "H", "H", "H", "H", "H", "H", "H", "H", "H", "H", "H", "H", "N", "N", "N", "O", "O", "O", "O"],
  "xyz": [[-2.46, -0.92, -2.86], [-1.36, -0.55, -1.91], [-3.73, -0.15, -2.44], [-4.19, -0.30, -1.06], [0.60, -1.02, -0.80], [1.86, -1.89, -0.70], [0.24, -0.67, 0.68], [1.05, 0.67, 1.19], [0.61, 1.97, 0.78], [2.02, 0.86, 2.14], [2.18, 2.25, 2.37], [2.68, -0.07, 2.98], [3.04, 2.71, 3.26], [3.50, 0.38, 3.96], [3.75, 1.76, 4.00], [-3.15, -2.55, -3.98], [-1.75, -2.82, -3.22], [-2.15, -0.17, -3.64], [-4.41, -0.61, -3.31], [-2.72, 1.61, -2.48], [-3.82, -1.28, -0.57], [-3.80, 0.59, -0.61], [-5.25, -0.40, -0.74], [-0.09, -2.11, -2.31], [0.90, -0.08, -1.20], [-0.84, -0.62, 0.91], [0.60, -1.51, 1.34], [-0.19, 2.22, 0.16], [0.99, 3.88, 1.34], [2.35, -1.07, 2.95], [3.34, 3.75, 3.47], [4.15, -0.29, 4.58], [4.47, 2.20, 4.75], [3.57, -2.05, -0.11], [-2.58, -2.28, -3.28], [-0.51, -1.58, -1.59], [1.22, 2.90, 1.47], [-1.32, 0.57, -1.34], [-3.55, 1.22, -2.90], [2.08, -2.50, -1.67], [2.67, -2.04, 0.41]]
}

Record 2
{
  "formula": "C3H11N2",
  "method": "ωB97M-V/def2-TZVPD",
  "energy_ev": -6263.160,
  "homo_energy_ev": -14.41,
  "total_charge": 1,
  "gap_ev": 10.361,
  "elements": ["C", "C", "H", "H", "H", "H", "H", "H", "N", "C", "N", "H", "H", "H", "H", "H"],
  "xyz": [[0.00, 3.09, 0.77], [0.96, 1.96, 1.13], [-1.04, 2.76, 0.89], [0.09, 3.98, 1.39], [0.09, 3.29, -0.30], [0.97, 1.67, 2.18], [1.99, 2.20, 0.87], [0.63, 1.08, 0.56], [-1.48, -2.75, -0.42], [-0.31, -2.21, -0.64], [0.39, -2.46, -1.72], [-1.85, -3.45, -1.04], [-1.97, -2.43, 0.41], [0.10, -1.47, 0.03], [1.36, -2.17, -1.68], [0.07, -3.08, -2.44]]
}

Record 3
{
  "formula": "C4H12N4O2",
  "method": "ωB97M-V/def2-TZVPD",
  "energy_ev": -14374.307,
  "homo_energy_ev": -17.50,
  "total_charge": 2,
  "gap_ev": 10.930,
  "elements": ["C", "C", "C", "C", "N", "N", "N", "N", "O", "O", "H", "H", "H", "H", "H", "H", "H", "H", "H", "H", "H", "H"],
  "xyz": [[-1.07, -2.60, -2.50], [0.20, -1.72, -2.22], [1.82, 2.88, 1.43], [0.63, 1.90, 1.28], [0.00, 1.75, 2.36], [-1.19, -1.40, -0.46], [-2.03, -2.06, -1.40], [0.56, 2.47, 3.36], [-0.06, -0.93, -1.06], [1.79, 3.14, 2.79], [-1.38, -2.50, -3.57], [-0.79, -3.63, -2.34], [1.05, -2.48, -2.21], [0.59, -1.07, -3.01], [2.66, 2.34, 1.15], [1.77, 3.80, 0.98], [0.62, 1.26, 0.48], [-0.95, -1.98, 0.29], [-2.61, -1.46, -2.01], [-2.52, -2.83, -0.97], [-0.09, 3.31, 3.63], [1.00, 1.80, 4.03]]
}

Record 4
{
  "formula": "C4H11N2O",
  "method": "ωB97M-V/def2-TZVPD",
  "energy_ev": -9346.615,
  "homo_energy_ev": -13.99,
  "total_charge": 1,
  "gap_ev": 9.091,
  "elements": ["C", "N", "C", "O", "H", "H", "H", "H", "H", "C", "C", "N", "H", "H", "H", "H", "H", "H"],
  "xyz": [[0.97, -0.51, 1.79], [1.14, -0.96, 0.51], [2.04, -0.41, -0.53], [1.04, 0.66, 2.17], [0.72, -1.35, 2.45], [1.11, -1.96, 0.49], [1.74, 0.62, -0.76], [1.93, -1.02, -1.45], [3.10, -0.50, -0.27], [-1.41, 1.37, 0.35], [-1.96, -0.12, -1.51], [-1.16, 0.26, -0.58], [-0.51, 1.98, 0.40], [-1.60, 0.91, 1.32], [-2.24, 1.94, -0.07], [-2.86, 0.46, -1.72], [-1.70, -0.99, -2.12], [-0.35, -0.38, -0.47]]
}

Record 5
{
  "formula": "C5H8NO2",
  "method": "ωB97M-V/def2-TZVPD",
  "energy_ev": -10890.245,
  "homo_energy_ev": -13.05,
  "total_charge": 1,
  "gap_ev": 9.341,
  "elements": ["C", "C", "C", "C", "C", "N", "O", "O", "H", "H", "H", "H", "H", "H", "H", "H"],
  "xyz": [[0.54, 1.54, 0.01], [-0.65, 0.97, 0.18], [1.87, 1.02, 0.17], [-1.22, -0.39, 0.43], [2.10, -0.27, 0.24], [-0.95, -1.26, -0.97], [-0.72, -1.10, 1.40], [2.31, -1.39, 0.41], [0.48, 2.62, -0.41], [-1.40, 1.76, -0.10], [2.67, 1.63, -0.03], [-2.40, -0.33, 0.62], [-0.45, -2.16, -0.84], [-0.28, -0.69, -1.40], [-1.89, -1.29, -1.55], [0.00, -0.66, 1.83]]
}

Record 6
{
  "formula": "C53H42NO2Tl",
  "method": "ωB97M-V/def2-TZVPD",
  "energy_ev": -65919.717,
  "homo_energy_ev": -0.38,
  "total_charge": -2,
  "gap_ev": 4.525,
  "elements": ["Tl", "O", "C", "C", "C", "C", "C", "C", "C", "C", "C", "O", "C", "C", "C", "C", "C", "C", "C", "C", "C", "C", "C", "C", "N", "C", "C", "C", "C", "C", "C", "C", "C", "C", "C", "C", "C", "H", "H", "H", "H", "H", "H", "H", "H", "H", "H", "H", "H", "H", "H", "H", "H", "H", "H", "H", "H", "H", "H", "H", "H", "H", "H", "H", "C", "C", "C", "C", "C", "H", "H", "H", "H", "H", "C", "C", "C", "C", "C", "C", "C", "C", "C", "C", "C", "C", "C", "C", "C", "H", "H", "H", "H", "H", "H", "H", "H", "H", "H"],
  "xyz": [[0.76, -0.03, 0.10], [1.24, -2.18, -0.55], [1.23, -2.56, -1.87], [0.10, -1.83, -2.71], [-1.21, -1.98, -2.01], [-2.16, -2.93, -2.36], [-3.30, -3.06, -1.58], [-3.46, -2.23, -0.48], [-2.48, -1.28, -0.20], [-2.57, -0.35, 0.96], [-1.67, -0.84, 2.16], [-0.33, -0.80, 1.90], [-1.93, 0.05, 3.40], [-1.26, -0.31, 4.57], [-1.34, 0.48, 5.71], [-2.10, 1.64, 5.69], [-2.76, 2.01, 4.54], [-2.67, 1.22, 3.39], [-2.13, -2.27, 2.50], [-3.39, -2.54, 3.02], [-3.78, -3.85, 3.29], [-2.91, -4.90, 3.04], [-1.64, -4.63, 2.53], [-1.26, -3.33, 2.26], [-1.39, -1.18, -0.96], [0.96, -4.07, -1.98], [0.27, -4.71, -0.95], [-0.05, -6.06, -1.04], [0.32, -6.79, -2.16], [1.01, -6.17, -3.19], [1.33, -4.82, -3.10], [2.61, -2.25, -2.48], [3.71, -2.82, -1.85], [5.00, -2.54, -2.26], [5.22, -1.66, -3.32], [4.13, -1.08, -3.95], [2.83, -1.38, -3.54], [0.06, -2.23, -3.72], [0.35, -0.77, -2.73], [-2.00, -3.57, -3.22], [-4.05, -3.80, -1.82], [-4.33, -2.31, 0.15], [-3.61, -0.27, 1.29], [-2.19, 0.63, 0.67], [-0.64, -1.20, 4.56], [-0.80, 0.19, 6.60], [-2.16, 2.27, 6.58], [-3.33, 2.93, 4.51], [-3.18, 1.54, 2.49], [-4.07, -1.72, 3.23], [-4.76, -4.04, 3.70], [-3.21, -5.92, 3.25], [-0.96, -5.45, 2.33], [-0.27, -3.08, 1.87], [0.01, -4.13, -0.08], [-0.59, -6.54, -0.23], [0.07, -7.85, -2.24], [1.31, -6.73, -4.07], [1.87, -4.33, -3.90], [3.54, -3.48, -1.00], [5.85, -2.98, -1.75], [6.22, -1.42, -3.64], [4.29, -0.38, -4.76], [2.00, -0.90, -4.04], [2.62, 2.00, 1.43], [2.74, 0.58, 1.41], [3.49, 0.25, 0.21], [3.74, 1.43, -0.47], [3.20, 2.50, 0.28], [2.10, 2.57, 2.19], [2.65, -0.06, 2.28], [3.83, -0.74, -0.05], [4.22, 1.51, -1.43], [3.21, 3.54, -0.02], [0.01, 1.69, -0.85], [0.03, 2.91, -0.70], [-0.02, 4.31, -0.65], [0.99, 5.03, -1.40], [1.43, 6.33, -1.06], [2.39, 6.99, -1.81], [2.98, 6.39, -2.92], [2.59, 5.09, -3.24], [1.63, 4.42, -2.50], [-1.08, 4.92, 0.12], [-1.49, 6.27, -0.03], [-2.55, 6.80, 0.69], [-3.27, 6.02, 1.59], [-2.91, 4.68, 1.74], [-1.85, 4.15, 1.03], [1.05, 6.80, -0.17], [2.71, 7.98, -1.51], [3.72, 6.91, -3.51], [3.06, 4.59, -4.08], [1.36, 3.41, -2.75], [-0.99, 6.89, -0.75], [-2.82, 7.84, 0.54], [-4.10, 6.44, 2.15], [-3.46, 4.05, 2.43], [-1.57, 3.11, 1.18]]
}

Record 7
{
  "formula": "C3HBr3Cl2",
  "method": "ωB97M-V/def2-TZVPD",
  "energy_ev": -238294.879,
  "homo_energy_ev": [-8.90, -8.86],
  "gap_ev": [7.542, 7.686],
  "elements": ["C", "C", "C", "Cl", "Cl", "Br", "Br", "Br", "H"],
  "xyz": [[1.47, -0.24, -0.50], [0.64, -0.80, 0.31], [-1.47, 0.61, 0.18], [3.22, -0.75, -0.25], [0.34, -2.16, 1.17], [-1.56, 1.41, 1.86], [-1.11, 1.90, -1.20], [-2.88, -0.48, -0.25], [1.35, 0.50, -1.33]]
}

Record 8
{
  "formula": "C5H8NO",
  "method": "ωB97M-V/def2-TZVPD",
  "energy_ev": -8842.767,
  "homo_energy_ev": -14.79,
  "total_charge": 1,
  "gap_ev": 11.067,
  "elements": ["C", "C", "C", "C", "C", "N", "O", "H", "H", "H", "H", "H", "H", "H", "H"],
  "xyz": [[1.47, -1.05, -0.16], [1.50, 1.14, 0.13], [0.14, -0.89, -0.12], [-1.03, -1.73, 0.06], [-0.96, 1.70, 0.00], [0.24, 0.97, 0.06], [2.22, 0.02, 0.10], [1.88, -1.98, -0.25], [2.03, 1.97, 0.28], [-1.64, -1.49, -0.74], [-0.63, -2.75, -0.16], [-1.50, -1.63, 0.97], [-1.62, 1.21, 0.62], [-0.74, 2.74, 0.27], [-1.37, 1.80, -1.06]]
}

Record 9
{
  "formula": "C51H41Br2N4O5RbS2",
  "method": "ωB97M-V/def2-TZVPD",
  "energy_ev": -232160.320,
  "homo_energy_ev": -1.29,
  "total_charge": -2,
  "gap_ev": 4.808,
  "elements": ["Rb", "C", "O", "C", "C", "C", "C", "C", "C", "C", "C", "C", "C", "C", "N", "C", "C", "C", "C", "C", "C", "C", "C", "C", "C", "O", "C", "C", "C", "C", "N", "C", "C", "C", "C", "C", "C", "O", "C", "C", "C", "C", "C", "C", "C", "N", "C", "C", "N", "C", "C", "C", "C", "O", "C", "C", "C", "H", "H", "H", "H", "H", "H", "H", "H", "H", "H", "H", "H", "H", "H", "H", "H", "H", "H", "H", "H", "H", "H", "H", "H", "H", "H", "H", "H", "H", "H", "H", "H", "H", "H", "H", "H", "Br", "C", "Br", "H", "H", "C", "O", "C", "S", "S", "H", "H", "H"],
  "xyz": [[0.43, 0.18, -1.00], [5.22, -2.69, -9.66], [5.71, -2.25, -8.41], [4.80, -2.17, -7.38], [3.46, -2.50, -7.49], [2.64, -2.38, -6.38], [3.10, -1.93, -5.15], [4.46, -1.58, -5.08], [5.30, -1.71, -6.17], [2.16, -1.78, -4.01], [2.48, -2.30, -2.76], [3.74, -3.01, -2.44], [3.78, -3.15, -1.10], [2.50, -2.62, -0.58], [1.76, -2.16, -1.62], [2.04, -2.76, 0.72], [0.59, -2.99, 0.95], [0.06, -4.24, 1.44], [-1.29, -4.18, 1.27], [-1.57, -2.92, 0.64], [-2.82, -2.58, 0.10], [-3.98, -3.39, 0.57], [-4.77, -4.11, -0.32], [-5.85, -4.87, 0.12], [-6.15, -4.91, 1.48], [-7.19, -5.63, 2.02], [-8.00, -6.35, 1.12], [-5.37, -4.20, 2.38], [-4.30, -3.46, 1.93], [-3.09, -1.60, -0.87], [-2.09, -0.89, -1.45], [-2.62, -0.05, -2.31], [-1.78, 0.85, -3.14], [-2.05, 2.31, -3.07], [-3.26, 2.86, -2.63], [-3.39, 4.21, -2.38], [-2.31, 5.07, -2.53], [-2.49, 6.37, -2.16], [-1.30, 7.14, -2.01], [-1.10, 4.56, -2.98], [-0.98, 3.20, -3.23], [-0.71, 0.36, -3.86], [0.03, 1.00, -4.95], [1.08, 0.21, -5.23], [1.03, -0.90, -4.26], [-0.07, -0.84, -3.54], [-4.06, -0.20, -2.34], [-4.35, -1.19, -1.43], [-0.38, -2.22, 0.47], [2.98, -2.95, 1.83], [4.29, -2.43, 1.75], [5.22, -2.58, 2.76], [4.85, -3.21, 3.94], [5.77, -3.39, 4.97], [6.15, -2.20, 5.62], [3.55, -3.66, 4.10], [2.64, -3.52, 3.07], [6.06, -2.69, -10.34], [4.44, -2.02, -10.04], [4.80, -3.70, -9.59], [3.04, -2.85, -8.42], [1.59, -2.64, -6.47], [4.84, -1.18, -4.15], [6.34, -1.43, -6.11], [4.47, -3.37, -3.15], [4.54, -3.66, -0.53], [0.63, -5.09, 1.80], [-2.01, -4.96, 1.47], [-4.53, -4.08, -1.37], [-6.43, -5.43, -0.60], [-8.76, -6.85, 1.72], [-7.42, -7.11, 0.58], [-8.48, -5.70, 0.39], [-5.62, -4.24, 3.43], [-3.68, -2.90, 2.62], [-4.10, 2.22, -2.42], [-4.33, 4.61, -2.00], [-1.61, 8.09, -1.58], [-0.83, 7.33, -2.98], [-0.58, 6.64, -1.36], [-0.21, 5.16, -3.05], [0.02, 2.84, -3.43], [-0.24, 1.92, -5.45], [1.84, 0.37, -5.98], [-4.76, 0.32, -2.97], [-5.33, -1.57, -1.19], [4.57, -1.86, 0.87], [6.22, -2.18, 2.65], [5.40, -1.89, 6.35], [6.30, -1.38, 4.91], [7.09, -2.39, 6.14], [3.26, -4.12, 5.03], [1.62, -3.86, 3.24], [-1.60, 1.07, 1.59], [-0.10, 0.61, 2.71], [1.60, 1.15, 1.97], [-0.10, -0.47, 2.81], [-0.22, 1.12, 3.65], [3.10, 6.55, -3.23], [2.47, 6.18, -2.01], [2.19, 4.86, -1.77], [2.54, 3.71, -2.96], [1.44, 4.59, -0.29], [3.23, 7.63, -3.17], [2.48, 6.29, -4.09], [4.06, 6.05, -3.34]]
}

Record 10
{
  "formula": "C5H8O2",
  "method": "ωB97M-V/def2-TZVPD",
  "energy_ev": -9407.613,
  "homo_energy_ev": -9.18,
  "gap_ev": 10.253,
  "elements": ["C", "C", "O", "C", "C", "O", "C", "H", "H", "H", "H", "H", "H", "H", "H"],
  "xyz": [[-1.58, 0.13, 0.84], [-1.14, -0.05, -0.59], [-0.23, 0.88, -1.15], [1.03, 1.00, -0.52], [1.56, -0.36, -0.08], [0.69, -1.01, 0.84], [-0.67, -1.03, 0.46], [-1.09, 0.95, 1.36], [-2.62, -0.03, 1.15], [-1.85, -0.35, -1.36], [1.00, 1.70, 0.34], [1.74, 1.40, -1.25], [1.72, -0.98, -0.99], [2.52, -0.21, 0.42], [-1.07, -2.04, 0.53]]
}

Record 11
{
  "formula": "C27H30N4O2STc",
  "method": "ωB97M-V/def2-TZVPD",
  "s_squared": 0.77,
  "energy_ev": -51561.188,
  "homo_energy_ev": [-13.84, -13.86],
  "total_charge": 2,
  "spin_multiplicity": 2,
  "gap_ev": [6.511, 6.344],
  "elements": ["Tc", "O", "C", "O", "C", "C", "C", "C", "C", "C", "N", "C", "C", "C", "C", "C", "C", "N", "H", "H", "H", "H", "H", "H", "H", "H", "H", "H", "S", "C", "N", "C", "C", "C", "N", "H", "H", "H", "H", "H", "H", "H", "H", "C", "C", "C", "C", "C", "C", "C", "C", "C", "C", "H", "H", "H", "H", "H", "H", "H", "H", "H", "H", "H", "H"],
  "xyz": [[0.77, -0.62, 0.25], [-4.65, 2.30, -4.32], [-4.93, 2.23, -3.01], [-6.01, 2.47, -2.58], [-3.82, 1.77, -2.08], [-2.82, 0.89, -2.47], [-1.90, 0.44, -1.54], [-1.97, 0.86, -0.21], [-2.94, 1.80, 0.16], [-3.87, 2.22, -0.77], [-1.00, 0.36, 0.72], [-1.15, 0.53, 1.99], [-0.04, 0.26, 2.88], [-0.11, 0.47, 4.24], [1.03, 0.29, 5.01], [2.20, -0.09, 4.39], [2.20, -0.29, 3.01], [1.11, -0.12, 2.27], [-3.71, 2.24, -4.51], [-2.77, 0.52, -3.48], [-1.12, -0.26, -1.84], [-2.97, 2.21, 1.15], [-4.65, 2.92, -0.49], [-2.07, 0.93, 2.41], [-1.05, 0.77, 4.69], [1.00, 0.45, 6.08], [3.12, -0.23, 4.94], [3.10, -0.60, 2.50], [0.14, -2.70, -0.84], [-1.44, -3.33, -0.45], [-2.53, -2.59, -0.34], [-3.87, -3.15, -0.11], [-3.74, -4.44, 0.68], [-2.76, -5.37, -0.02], [-1.52, -4.64, -0.29], [-2.46, -1.61, -0.57], [-4.36, -3.33, -1.07], [-4.46, -2.41, 0.43], [-4.71, -4.92, 0.76], [-3.39, -4.23, 1.69], [-3.17, -5.74, -0.96], [-2.52, -6.23, 0.60], [-0.66, -5.16, -0.40], [3.28, -0.70, -0.43], [2.81, 0.62, -1.09], [2.85, 0.49, -2.62], [1.38, 0.83, -0.65], [3.66, 1.81, -0.64], [3.20, 3.11, -0.83], [3.98, 4.20, -0.49], [5.24, 4.01, 0.04], [5.73, 2.73, 0.22], [4.94, 1.63, -0.12], [2.51, -1.52, -0.46], [3.66, -0.57, 0.57], [4.06, -1.18, -1.03], [2.27, -0.37, -2.96], [3.88, 0.37, -2.95], [2.45, 1.39, -3.09], [0.82, 1.71, -0.95], [2.22, 3.28, -1.28], [3.60, 5.20, -0.65], [5.86, 4.87, 0.30], [6.72, 2.57, 0.61], [5.36, 0.64, 0.01]]
}